No. 1
The following is a DFT calculation (ωB97M-V/def2-TZVPD) of a molecular structure, C19H24CeClN at a distorted geometry.

## Properties
E_HOMO, eV: -15.12
Energy relative to the best compared isomer or geometry (same formula, charge and spin), kcal/mol: 29.5
Charge: +2
Kohn-Sham gap, Eh: 0.2349
Lowest unoccupied orbital energy, Eh: -0.3206

Each line ends with the Löwdin charge.
Positions of all 46 atoms, in Å:
C (4.281, -5.382, 0.210)  -0.901
C (3.535, -6.491, 0.923)  -0.115
C (4.622, -5.754, -1.217)  -0.115
C (5.500, -4.929, 0.985)  -0.115
Cl (3.122, -3.921, 0.125)  0.506
H (5.301, -6.608, -1.214)  0.100
H (5.112, -4.932, -1.732)  0.081
H (3.731, -6.029, -1.776)  0.080
H (4.178, -7.369, 0.996)  0.100
H (2.636, -6.772, 0.381)  0.080
H (3.252, -6.191, 1.929)  0.080
H (6.208, -5.756, 1.060)  0.100
H (5.233, -4.617, 1.992)  0.080
H (5.996, -4.100, 0.488)  0.080
C (-2.312, -0.194, -0.892)  -0.152
C (-1.427, -0.470, -1.962)  -0.140
C (-0.738, -1.677, -1.675)  -0.130
H (-1.299, 0.132, -2.846)  0.144
C (-1.209, -2.154, -0.432)  -0.120
C (-2.177, -1.237, 0.052)  -0.154
H (-2.735, -1.323, 0.969)  0.131
H (-2.993, 0.639, -0.827)  0.139
H (-0.011, -2.159, -2.306)  0.152
H (-0.895, -3.063, 0.052)  0.148
C (1.371, 1.900, 0.878)  -0.156
C (0.628, 2.394, -0.219)  -0.151
C (1.094, 1.733, -1.381)  -0.139
H (-0.129, 3.160, -0.181)  0.139
C (2.115, 0.824, -1.000)  -0.129
C (2.289, 0.934, 0.397)  -0.121
H (2.996, 0.385, 0.995)  0.149
H (1.269, 2.215, 1.902)  0.130
H (0.734, 1.893, -2.384)  0.145
H (2.676, 0.186, -1.662)  0.152
Ce (0.000, 0.000, 0.000)  1.552
C (-3.470, 3.141, 3.090)  -0.017
C (-2.166, 3.523, 2.895)  -0.010
C (-1.310, 2.733, 2.118)  -0.089
N (-1.685, 1.539, 1.505)  0.028
C (-3.023, 1.216, 1.721)  -0.090
C (-3.904, 1.983, 2.492)  -0.009
H (-4.144, 3.746, 3.684)  0.136
H (-1.808, 4.444, 3.339)  0.131
H (-0.373, 3.199, 2.047)  0.080
H (-3.531, 0.394, 1.318)  0.078
H (-4.934, 1.672, 2.616)  0.131

No. 2
The following is a DFT calculation (ωB97M-V/def2-TZVPD) of a molecular structure, C19H24Cl2IrN2O7.

## Properties
E_HOMO (spin up / spin down), eV: -15.36 / -15.54
Energy relative to the best compared isomer or geometry (same formula, charge and spin), kcal/mol: 0.0
Spin multiplicity: 2
Charge: +2
Kohn-Sham gap (spin up / spin down), Eh: 0.2881 / 0.2176
Lowest unoccupied orbital energy (spin up / spin down), Eh: -0.2765 / -0.3536

Each line ends with the Löwdin spin population.
Positions of all 55 atoms, in Å:
Ir (0.408, -1.133, 0.021)  0.027
C (-0.955, -2.000, 2.631)  0.000
O (0.192, -1.315, 2.070)  0.000
C (1.454, -1.678, 2.692)  0.001
C (2.515, -0.893, 1.967)  0.000
O (2.418, -1.189, 0.541)  0.000
C (3.230, -2.300, 0.093)  0.000
H (-1.014, -1.750, 3.689)  0.000
H (-0.850, -3.076, 2.493)  0.000
H (-1.831, -1.630, 2.108)  0.000
H (1.588, -2.760, 2.605)  0.000
H (1.410, -1.399, 3.745)  0.000
H (3.516, -1.145, 2.314)  0.000
H (2.342, 0.179, 2.044)  0.000
H (4.256, -2.117, 0.406)  0.000
H (3.178, -2.304, -0.992)  0.000
H (2.865, -3.241, 0.504)  0.000
Cl (-1.390, -4.173, -6.185)  0.121
C (-0.777, -3.210, -4.947)  0.181
C (-0.373, -1.898, -5.207)  -0.041
C (0.128, -1.123, -4.190)  0.147
Cl (0.625, 0.465, -4.471)  0.075
C (0.222, -1.633, -2.829)  0.099
O (0.702, -0.869, -1.949)  0.202
C (-0.194, -3.003, -2.598)  0.062
C (-0.044, -3.686, -1.321)  0.007
O (0.329, -3.188, -0.255)  0.019
C (-0.665, -3.757, -3.645)  0.102
H (-0.453, -1.495, -6.208)  -0.004
H (-0.270, -4.756, -1.313)  0.000
H (-0.951, -4.791, -3.494)  0.001
C (-1.507, 2.366, 3.299)  0.000
C (-0.940, 3.494, 2.446)  0.000
C (-0.739, 3.106, 0.963)  0.000
C (-0.155, 4.297, 0.171)  0.000
C (0.084, 3.987, -1.301)  0.000
C (-2.117, 2.792, 0.388)  0.000
O (-3.006, 3.583, 0.329)  0.000
N (-2.356, 1.465, -0.078)  0.000
C (-1.394, 0.548, -0.074)  0.000
O (-1.553, -0.687, -0.423)  0.001
N (-0.139, 0.785, 0.317)  0.000
C (0.275, 1.968, 0.913)  0.000
O (1.388, 2.066, 1.364)  0.000
H (-1.591, 2.679, 4.338)  0.000
H (-0.859, 1.483, 3.278)  0.000
H (-2.508, 2.072, 2.971)  0.000
H (0.031, 3.812, 2.826)  0.000
H (-1.604, 4.358, 2.465)  0.000
H (0.776, 4.581, 0.661)  0.000
H (-0.855, 5.126, 0.279)  0.000
H (0.786, 3.159, -1.431)  0.000
H (0.510, 4.853, -1.806)  0.000
H (-0.848, 3.742, -1.818)  0.000
H (-3.291, 1.235, -0.391)  0.000

No. 3
The following is a DFT calculation (ωB97M-V/def2-TZVPD) of C19H24ClN3O2 in the gas phase.

## Properties
E_HOMO, eV: -8.01
Energy relative to the best compared isomer or geometry (same formula, charge and spin), kcal/mol: 33.1
Structure (SMILES): O=C([C@H]1CCC(=O)N(C2CC2)C1)N1CCN(c2ccc(Cl)cc2)CC1
Charge: 0
Kohn-Sham gap, Eh: 0.3107
Lowest unoccupied orbital energy, Eh: 0.0163

Each line ends with the Löwdin charge.
Positions of all 49 atoms, in Å:
O (-2.756, -0.852, -0.363)  0.073
C (-1.659, -1.369, -0.434)  -0.417
N (-1.032, -1.837, 0.676)  -0.039
C (0.260, -2.492, 0.738)  -0.117
H (0.155, -3.572, 0.563)  0.131
H (0.925, -2.080, -0.020)  0.102
C (0.865, -2.242, 2.135)  -0.137
N (0.551, -0.916, 2.599)  -0.093
C (1.338, 0.172, 2.274)  -0.232
C (2.434, 0.082, 1.408)  -0.032
C (3.221, 1.184, 1.132)  -0.120
C (2.925, 2.408, 1.705)  -0.698
C (1.855, 2.522, 2.578)  -0.100
C (1.081, 1.418, 2.864)  -0.025
H (0.277, 1.521, 3.574)  0.110
H (1.635, 3.471, 3.039)  0.108
Cl (3.895, 3.793, 1.335)  0.660
H (4.060, 1.091, 0.459)  0.108
H (2.691, -0.851, 0.932)  0.099
C (-0.869, -0.746, 2.855)  -0.122
H (-1.156, 0.282, 2.629)  0.112
C (-1.685, -1.699, 1.962)  -0.110
H (-1.785, -2.687, 2.422)  0.126
H (-2.681, -1.292, 1.785)  0.124
H (-1.094, -0.949, 3.910)  0.127
H (1.944, -2.391, 2.117)  0.122
H (0.450, -2.950, 2.858)  0.125
C (-0.907, -1.498, -1.758)  -0.181
C (0.042, -0.282, -1.907)  -0.094
N (-0.648, 0.883, -2.393)  0.003
C (-1.368, 0.796, -3.542)  -0.450
O (-1.908, 1.747, -4.068)  0.066
C (-1.453, -0.621, -4.070)  -0.083
C (-1.898, -1.536, -2.931)  -0.126
H (-2.869, -1.189, -2.570)  0.118
H (-2.016, -2.558, -3.293)  0.118
H (-2.177, -0.640, -4.885)  0.124
H (-0.483, -0.933, -4.464)  0.122
C (-0.597, 2.139, -1.708)  -0.229
C (0.623, 2.610, -0.980)  -0.083
C (-0.616, 2.235, -0.214)  -0.081
H (-1.205, 3.019, 0.235)  0.104
H (-0.604, 1.325, 0.365)  0.076
H (1.481, 1.959, -0.913)  0.085
H (0.885, 3.654, -1.053)  0.102
H (-1.168, 2.866, -2.272)  0.145
H (0.844, -0.551, -2.609)  0.138
H (0.505, -0.041, -0.949)  0.105
H (-0.305, -2.408, -1.752)  0.134

No. 4
The following is a DFT calculation (ωB97M-V/def2-TZVPD) of a molecular structure, C19H24GeN2PdSbSe4 at a distorted geometry.

## Properties
E_HOMO (spin up / spin down), eV: -7.39 / -7.29
Energy relative to the best compared isomer or geometry (same formula, charge and spin), kcal/mol: 34.7
Spin multiplicity: 2
Charge: 0
Kohn-Sham gap (spin up / spin down), Eh: 0.2292 / 0.1950
Lowest unoccupied orbital energy (spin up / spin down), Eh: -0.0422 / -0.0728

Each line ends with the Löwdin spin population.
Positions of all 52 atoms, in Å:
Pd (-0.266, -0.766, 0.417)  0.073
Se (-4.385, -0.263, 1.456)  -0.006
Sb (-2.097, 0.314, 1.694)  -0.013
Se (-1.024, 1.168, -0.733)  0.755
Se (-0.430, -2.095, 2.387)  0.085
Se (-1.240, 2.006, 3.130)  0.079
C (-2.562, -3.599, 0.083)  -0.001
Ge (-1.392, -2.383, -0.876)  -0.011
C (0.090, -3.464, -1.609)  -0.005
C (1.365, -2.965, -1.894)  -0.001
C (2.379, -3.794, -2.362)  0.000
C (2.131, -5.146, -2.563)  -0.001
C (0.872, -5.659, -2.289)  0.000
C (-0.135, -4.828, -1.808)  -0.001
C (-2.485, -1.575, -2.296)  0.015
C (-3.840, -1.706, -2.128)  0.001
C (-4.762, -1.236, -3.093)  0.000
C (-4.313, -0.645, -4.231)  0.001
C (-2.923, -0.470, -4.452)  0.001
C (-2.453, 0.173, -5.624)  0.000
C (-1.120, 0.382, -5.825)  0.000
C (-0.195, -0.036, -4.845)  0.000
C (-0.625, -0.660, -3.710)  0.008
C (-1.999, -0.919, -3.476)  0.018
H (-3.172, -4.174, -0.618)  -0.001
H (-3.217, -3.027, 0.740)  0.000
H (-1.960, -4.268, 0.695)  0.001
H (1.577, -1.910, -1.745)  -0.001
H (3.356, -3.382, -2.589)  0.000
H (2.912, -5.794, -2.940)  0.000
H (0.671, -6.710, -2.450)  0.000
H (-1.107, -5.251, -1.588)  0.000
H (-4.230, -2.164, -1.229)  0.000
H (-5.824, -1.348, -2.913)  0.000
H (-5.010, -0.287, -4.981)  0.000
H (-3.177, 0.503, -6.359)  0.000
H (-0.773, 0.875, -6.724)  0.000
H (0.861, 0.153, -4.991)  0.000
H (0.091, -0.942, -2.955)  0.000
N (2.296, -3.124, 1.094)  0.000
C (3.503, -2.243, 1.195)  0.000
C (3.122, -0.813, 1.522)  0.000
N (2.273, -0.248, 0.477)  0.000
H (2.472, -4.066, 1.433)  0.000
H (1.955, -3.201, 0.122)  0.000
H (1.450, -2.718, 1.635)  0.001
H (4.045, -2.317, 0.252)  0.000
H (4.143, -2.634, 1.984)  0.000
H (4.051, -0.257, 1.688)  0.000
H (2.549, -0.792, 2.452)  0.000
H (2.773, -0.160, -0.403)  0.000
H (2.007, 0.700, 0.740)  0.002

No. 5
The following is a DFT calculation (ωB97M-V/def2-TZVPD) of a molecular structure, C19H24LuN2O2S3.

## Properties
E_HOMO, eV: -10.63
Energy relative to the best compared isomer or geometry (same formula, charge and spin), kcal/mol: 0.0
Charge: +1
Kohn-Sham gap, Eh: 0.2990
Lowest unoccupied orbital energy, Eh: -0.0916

Each line ends with the Löwdin charge.
Positions of all 51 atoms, in Å:
Lu (0.762, -0.205, -0.105)  1.445
C (0.676, 2.757, 2.537)  -0.475
C (-0.450, 1.790, 2.859)  -0.487
S (-1.342, 1.031, 1.470)  0.851
C (-2.067, 2.398, 0.506)  -0.474
C (-1.125, 3.260, -0.329)  -0.464
S (-0.008, 2.277, -1.392)  0.858
C (1.561, 3.178, -1.254)  -0.488
C (2.068, 3.473, 0.158)  -0.474
S (1.930, 2.109, 1.364)  0.877
H (1.189, 2.987, 3.472)  0.088
H (0.286, 3.695, 2.150)  0.067
H (-1.170, 2.282, 3.515)  0.093
H (-0.065, 0.924, 3.400)  0.086
H (-2.648, 3.034, 1.174)  0.097
H (-2.783, 1.888, -0.142)  0.076
H (-0.519, 3.903, 0.303)  0.054
H (-1.731, 3.909, -0.962)  0.092
H (1.480, 4.115, -1.806)  0.094
H (2.261, 2.533, -1.783)  0.062
H (1.577, 4.343, 0.590)  0.075
H (3.127, 3.720, 0.088)  0.087
C (-1.683, -2.483, 0.772)  -0.172
N (-0.302, -2.023, 0.829)  -0.128
C (0.642, -2.898, 1.007)  -0.086
C (2.002, -2.512, 1.087)  -0.351
C (3.151, -3.307, 1.153)  -0.020
C (4.229, -2.426, 1.183)  -0.070
C (3.697, -1.141, 1.136)  -0.161
N (2.350, -1.165, 1.083)  -0.138
C (-2.336, -2.222, -0.567)  -0.202
C (-3.103, -3.217, -1.163)  -0.027
C (-3.731, -2.999, -2.379)  -0.060
C (-3.597, -1.784, -3.030)  -0.071
C (-2.833, -0.782, -2.454)  -0.067
C (-2.219, -1.004, -1.230)  -0.094
H (-2.247, -1.964, 1.556)  0.115
H (-1.734, -3.554, 0.990)  0.118
H (0.416, -3.964, 1.082)  0.145
H (3.182, -4.383, 1.177)  0.112
H (5.273, -2.680, 1.244)  0.100
H (4.230, -0.201, 1.148)  0.102
H (-3.208, -4.176, -0.672)  0.117
H (-4.321, -3.789, -2.824)  0.112
H (-4.081, -1.621, -3.984)  0.110
H (-2.710, 0.170, -2.956)  0.108
H (-1.647, -0.176, -0.800)  0.005
O (2.308, 0.220, -1.690)  -0.188
C (1.911, -0.787, -2.332)  -0.471
O (0.878, -1.398, -1.966)  -0.131
H (2.470, -1.135, -3.212)  0.154